No. 1
# C5H11Br2P

C5H11Br2P in the gas phase at a distorted geometry (ωB97M-V/def2-TZVPD, the Open Molecules 2025 dataset).

Geometry (Å):
C  -2.1347  0.2324  1.4304
C  -1.2214  0.5366  0.2491
C  0.2367  0.2161  0.5757
C  1.1062  0.2038  -0.6781
C  2.5641  -0.0848  -0.4480
P  3.5786  -0.0596  -2.0179
Br  2.8789  -1.6332  0.6717
Br  3.4659  1.6110  0.5534
H  -1.8080  0.7707  2.3165
H  -2.1260  -0.8328  1.6520
H  -3.1566  0.5262  1.2053
H  -1.5395  -0.0587  -0.6104
H  -1.3155  1.5898  -0.0256
H  0.2804  -0.7682  1.0493
H  0.6259  0.9489  1.2863
H  1.0371  1.1640  -1.2018
H  0.7350  -0.5727  -1.3624
H  4.7423  -0.5334  -1.4149
H  3.2039  -1.3456  -2.4268

Output
**2S+1**: 1
**Energy relative to the best compared isomer or geometry (same formula, charge and spin)**: 0.00 kJ/mol
**Largest force on an atom**: 0.0343 Eh/bohr
**E_tot**: -5686.46772 a.u.
**SMILES**: CCCCC(P)(Br)Br
**Charge**: 0
**HOMO energy**: -9.693 eV
**Gap between HOMO and LUMO**: 9.63 eV

No. 2
# C5H11BrN

2 unconnected molecules or ions with the total composition C5H11BrN at a distorted geometry (ωB97M-V/def2-TZVPD, the Open Molecules 2025 dataset).

Geometry (Å):
C  -0.8749  0.8480  0.0386
C  1.6204  2.4755  1.2829
C  0.6494  -1.1640  0.4469
C  -0.2220  0.5582  -1.2402
C  -1.4928  -1.4537  -0.7553
N  -0.4416  -0.5254  -0.2707
Br  3.0029  3.4643  0.6683
H  -0.4150  1.5195  0.8364
H  1.4965  2.6699  2.2939
H  1.3217  -1.8080  -0.2269
H  1.4416  -0.4980  0.8425
H  0.2320  -1.8625  1.1897
H  -1.8721  0.9107  -0.0119
H  0.7765  0.8063  -1.4904
H  -0.8519  0.6666  -2.0530
H  -2.2378  -0.8032  -1.3198
H  -1.0453  -2.2104  -1.4956
H  -2.0485  -1.7781  0.1526

Output
**2S+1**: 1
**Energy relative to the best compared isomer or geometry (same formula, charge and spin)**: 560.14 kJ/mol
**Largest force on an atom**: 0.0749 Eh/bohr
**E_tot**: -2825.42380 a.u.
**Charge**: +1
**HOMO energy**: -12.409 eV
**Gap between HOMO and LUMO**: 7.94 eV

No. 3
# C5H11BrNO

2 unconnected molecules or ions with the total composition C5H11BrNO at a distorted geometry (ωB97M-V/def2-TZVPD, the Open Molecules 2025 dataset).

Geometry (Å):
C  -0.0808  2.9721  0.0180
C  -0.8292  1.7189  0.0538
C  -0.8612  0.5414  -0.5990
C  0.4203  -2.0739  -0.7333
C  0.8408  -1.0346  0.2239
N  0.3395  -1.1476  1.4832
O  -0.2612  -3.0578  -0.0768
Br  2.1287  0.2523  -0.0786
H  -0.6462  3.8435  0.2041
H  0.5194  3.1627  -0.9399
H  -1.5560  1.8508  0.8990
H  -0.3217  0.4458  -1.5844
H  -1.6055  -0.1794  -0.1817
H  1.2570  -2.4648  -1.2603
H  -0.2047  -1.6689  -1.4977
H  0.6769  -0.4670  2.1321
H  -0.3128  -1.8950  1.7569
H  0.7640  3.0409  0.7275
H  -0.2673  -3.8394  -0.5470

Output
**2S+1**: 1
**Energy relative to the best compared isomer or geometry (same formula, charge and spin)**: 141.47 kJ/mol
**Largest force on an atom**: 0.0850 Eh/bohr
**E_tot**: -2900.78013 a.u.
**Charge**: +1
**HOMO energy**: -13.309 eV
**Gap between HOMO and LUMO**: 8.13 eV

No. 4
# C5H11Cl

C5H11Cl in the gas phase at a distorted geometry (ωB97M-V/def2-TZVPD, the Open Molecules 2025 dataset).

Geometry (Å):
C  -1.3549  -1.1818  -0.6845
C  -0.5881  0.0108  -0.1201
C  -0.8046  0.2656  1.3726
C  0.9114  -0.1091  -0.4742
C  1.7088  1.1636  -0.3401
Cl  1.7339  -1.4348  0.4171
H  -1.3572  -1.3043  -1.7768
H  -2.3989  -1.0318  -0.5021
H  -1.0810  -2.0641  -0.1446
H  -0.6642  0.8550  -0.7329
H  0.0015  0.8767  1.8221
H  -1.7448  0.8117  1.6586
H  -0.8352  -0.8260  1.8914
H  0.8730  -0.3419  -1.4968
H  1.1491  1.7639  -1.0157
H  1.7177  1.5574  0.6794
H  2.7336  0.9891  -0.5534

Output
**2S+1**: 1
**Energy relative to the best compared isomer or geometry (same formula, charge and spin)**: 56.07 kJ/mol
**Largest force on an atom**: 0.0554 Eh/bohr
**E_tot**: -657.27862 a.u.
**SMILES**: CC(C)[C@@H](C)Cl
**Charge**: 0
**HOMO energy**: -10.350 eV
**Gap between HOMO and LUMO**: 11.33 eV

No. 5
# C5H11Cl

C5H11Cl in the gas phase at a distorted geometry (ωB97M-V/def2-TZVPD, the Open Molecules 2025 dataset).

Geometry (Å):
C  -1.7561  -0.3813  -0.8092
C  -0.3861  0.1563  -0.4997
C  -0.3545  1.4046  0.3029
C  0.4263  -0.9420  0.2027
C  1.8123  -0.4845  0.6491
Cl  2.9676  0.2388  -0.6959
H  -2.3136  0.3980  -1.2708
H  -1.8251  -1.2808  -1.4240
H  -2.2552  -0.5135  0.1412
H  0.1754  0.3303  -1.4102
H  -1.0971  2.1273  -0.0275
H  0.6001  1.9610  0.3579
H  -0.6695  1.1903  1.3408
H  0.5248  -1.8454  -0.4392
H  -0.0099  -1.2990  1.1460
H  1.7688  0.2625  1.4335
H  2.3920  -1.3226  1.0025

Output
**2S+1**: 1
**Energy relative to the best compared isomer or geometry (same formula, charge and spin)**: 15.75 kJ/mol
**Largest force on an atom**: 0.0439 Eh/bohr
**E_tot**: -657.29398 a.u.
**SMILES**: CC(C)CCCl
**Charge**: 0
**HOMO energy**: -10.543 eV
**Gap between HOMO and LUMO**: 11.59 eV

No. 6
# C5H11Cl6O4P

3 unconnected molecules or ions with the total composition C5H11Cl6O4P (ωB97M-V/def2-TZVPD, the Open Molecules 2025 dataset).

Geometry (Å):
C  2.2884  -25.7775  2.0299
O  1.0589  -26.2766  1.5116
P  0.7503  -26.1488  -0.0320
O  1.8682  -26.3187  -0.9358
O  -0.4048  -27.2260  -0.1488
C  -1.3223  -27.0458  -1.2515
O  0.0533  -24.7335  -0.1969
C  -0.9508  -24.3156  0.7406
H  2.1338  -24.7957  2.4796
H  3.0565  -25.6887  1.2599
H  2.6605  -26.4739  2.7780
H  -2.3177  -26.8798  -0.8438
H  -1.3259  -27.9643  -1.8326
H  -1.0294  -26.2177  -1.8924
H  -0.9106  -23.2328  0.7711
H  -0.7908  -24.7620  1.7208
H  -1.9362  -24.6317  0.3871
Cl  0.7353  -31.1040  1.8927
C  1.3730  -29.6142  2.5178
Cl  2.9616  -29.2477  1.8009
Cl  1.5107  -29.6887  4.2809
H  0.7453  -28.7735  2.2619
Cl  -4.0407  -28.2687  3.9833
C  -3.1992  -27.5569  2.6020
Cl  -3.6471  -28.3708  1.1113
Cl  -1.4591  -27.6070  2.8383
H  -3.4913  -26.5172  2.5550

Output
**2S+1**: 1
**Energy relative to the best compared isomer or geometry (same formula, charge and spin)**: 1.90 kJ/mol
**Largest force on an atom**: 0.0155 Eh/bohr
**E_tot**: -3600.66030 a.u.
**SMILES**: COP(=O)(OC)OC.ClC(Cl)Cl.ClC(Cl)Cl
**Charge**: 0
**HOMO energy**: -10.765 eV
**Gap between HOMO and LUMO**: 11.12 eV

No. 7
# C5H11ClSi

2 unconnected molecules or ions with the total composition C5H11ClSi at a distorted geometry (ωB97M-V/def2-TZVPD, the Open Molecules 2025 dataset).

Geometry (Å):
C  2.0851  0.2088  -0.4872
C  1.2259  0.5493  0.4191
C  3.5778  0.5355  -0.6255
C  -2.8363  1.0756  0.3927
C  -1.6225  -1.8108  0.7149
Si  -1.3462  -0.0951  -0.1403
Cl  -1.3658  -0.1775  -2.1747
H  1.7007  -0.3969  -1.1858
H  1.4996  1.1189  1.3993
H  3.5141  1.1912  -1.5724
H  4.1131  -0.3295  -0.7900
H  4.0977  1.0926  0.1431
H  -3.7079  0.5998  0.0316
H  -3.0264  1.1088  1.4898
H  -2.7067  2.0347  -0.0673
H  -1.2532  -2.0828  1.6818
H  -2.7641  -2.1214  0.6696
H  -1.1849  -2.5012  0.1012

Output
**2S+1**: 1
**Energy relative to the best compared isomer or geometry (same formula, charge and spin)**: 244.96 kJ/mol
**Largest force on an atom**: 0.0820 Eh/bohr
**E_tot**: -946.71884 a.u.
**Charge**: 0
**HOMO energy**: -8.498 eV
**Gap between HOMO and LUMO**: 9.00 eV

No. 8
# C5H11CoO3

A molecular structure, C5H11CoO3 at a distorted geometry (ωB97M-V/def2-TZVPD, the Open Molecules 2025 dataset).

Geometry (Å):
H  -0.6893  1.7852  2.4958
O  -0.7018  3.5168  0.4163
C  0.5338  3.2890  0.3968
C  1.0286  1.9477  0.6675
O  -0.0084  1.1097  0.2191
C  0.0604  -0.2548  -0.1513
C  -1.1159  -0.9363  0.5060
O  -2.2632  -0.0976  0.3556
C  -3.4989  -0.7484  0.6465
Co  -1.8342  1.8191  0.7659
H  1.2469  4.1171  0.5292
H  1.9539  1.7027  0.1296
H  1.0063  -0.7081  0.1700
H  -0.0601  -0.2588  -1.2432
H  -0.9325  -1.0993  1.5790
H  -1.2940  -1.9073  0.0241
H  -4.3091  -0.0667  0.3696
H  -3.5799  -1.6638  0.0465
H  -3.5533  -0.9910  1.7169
H  0.9319  1.8547  2.0542

Output
**2S+1**: 4
**Energy relative to the best compared isomer or geometry (same formula, charge and spin)**: 45.96 kJ/mol
**Largest force on an atom**: 0.0660 Eh/bohr
**E_tot**: -1805.17930 a.u.
**Charge**: +1
**<S²>**: 3.76
**HOMO energy (alpha / beta)**: -12.377 / -12.685 eV
**Gap between HOMO and LUMO (alpha / beta)**: 8.45 / 7.98 eV

No. 9
# C5H11F

C5H11F in the gas phase at a distorted geometry (ωB97M-V/def2-TZVPD, the Open Molecules 2025 dataset).

Geometry (Å):
C  2.0698  -0.0525  0.2651
C  0.8305  -0.6398  -0.3269
C  -0.4892  -0.0057  0.1553
C  -1.7373  -0.8728  -0.0839
C  -0.6677  1.4319  -0.1922
F  -0.4366  -0.0204  1.5517
H  2.9427  -0.5757  -0.0414
H  2.0702  -0.1067  1.3881
H  2.1628  1.0080  0.0481
H  0.7614  -1.7165  -0.1492
H  0.9266  -0.5899  -1.4335
H  -1.7288  -1.2200  -1.1270
H  -1.6820  -1.7566  0.5701
H  -2.6535  -0.3528  0.2212
H  -0.6356  1.6188  -1.2607
H  -0.0224  2.1599  0.3205
H  -1.7108  1.6908  0.0947

Output
**2S+1**: 1
**Energy relative to the best compared isomer or geometry (same formula, charge and spin)**: 0.00 kJ/mol
**Largest force on an atom**: 0.0444 Eh/bohr
**E_tot**: -296.97175 a.u.
**SMILES**: CCC(C)(C)F
**Charge**: 0
**HOMO energy**: -11.198 eV
**Gap between HOMO and LUMO**: 12.21 eV

No. 10
# C5H11FHgN

A molecular structure, C5H11FHgN at a distorted geometry (ωB97M-V/def2-TZVPD, the Open Molecules 2025 dataset).

Geometry (Å):
C  -0.6434  2.2144  0.1164
C  -0.2480  1.2767  1.4021
C  -0.0167  -0.3103  1.0608
C  0.9422  -0.6091  -0.2372
N  1.1387  -2.1062  -0.3235
C  0.8426  -2.6641  -1.6977
F  -0.0642  -3.8521  -1.4753
H  -0.2628  3.3146  0.3792
H  -0.1171  1.9281  -0.8898
H  -1.8172  2.3259  -0.0215
H  0.6874  1.6939  1.9685
H  -1.1791  1.3278  2.1472
H  -1.0180  -0.9327  0.9610
H  0.5512  -0.7719  2.0029
H  2.0217  -0.1471  -0.0216
H  0.5720  -0.1121  -1.2298
H  0.4895  -2.5858  0.3672
H  0.2030  -1.9414  -2.3591
Hg  -2.0815  1.9513  -2.1497

Output
**2S+1**: 1
**Largest force on an atom**: 0.2005 Eh/bohr
**E_tot**: -504.64190 a.u.
**Charge**: +1
**HOMO energy**: -11.694 eV
**Gap between HOMO and LUMO**: 3.21 eV

No. 11
# C5H11FN

A gas-phase ion, C5H11FN (charge +1) at a distorted geometry (ωB97M-V/def2-TZVPD, the Open Molecules 2025 dataset).

Geometry (Å):
C  -2.5587  -0.9236  0.1650
C  -1.7180  0.0661  0.0537
F  -2.1889  1.2386  -0.4681
C  0.0743  0.0812  0.1424
C  0.7106  -0.3663  1.4004
C  0.4817  -0.7228  -1.1271
N  0.2995  1.6408  -0.0945
H  -3.5342  -0.6224  -0.1285
H  -2.3789  -1.9254  0.5665
H  1.8487  -0.0055  1.2855
H  0.7987  -1.4118  1.4615
H  0.2573  -0.0641  2.3454
H  1.5418  -0.6400  -1.3998
H  -0.0843  -0.3452  -1.9056
H  0.2354  -1.7643  -0.9739
H  0.5012  2.0314  0.7737
H  -0.5947  2.1913  -0.4698
H  1.0194  1.8925  -0.7077

Output
**2S+1**: 1
**Energy relative to the best compared isomer or geometry (same formula, charge and spin)**: 226.14 kJ/mol
**Largest force on an atom**: 0.0939 Eh/bohr
**E_tot**: -351.40965 a.u.
**SMILES**: C=C(F)C(C)(C)[NH3+]
**Charge**: +1
**HOMO energy**: -14.265 eV
**Gap between HOMO and LUMO**: 10.86 eV

No. 12
# C5H11FN

2 unconnected molecules or ions with the total composition C5H11FN at a distorted geometry (ωB97M-V/def2-TZVPD, the Open Molecules 2025 dataset).

Geometry (Å):
C  -1.4410  -0.7563  -0.4595
C  -1.3384  0.7796  -0.3185
C  -0.4545  -1.2730  0.4989
C  -0.4890  0.9986  0.9418
C  2.0953  0.0326  -0.8345
N  0.0284  -0.3227  1.1904
F  0.8971  -0.4882  2.1971
H  -2.4289  -1.1450  -0.1846
H  -1.2550  -1.1151  -1.4740
H  -0.8457  1.2037  -1.1923
H  -2.3170  1.2468  -0.2341
H  -0.1873  -2.3109  0.6515
H  2.3558  0.1943  0.2017
H  0.3310  1.7055  0.7969
H  -1.0686  1.3302  1.8099
H  3.0231  -0.0314  -1.3938
H  1.5709  -0.9072  -0.9640
H  1.5236  0.8582  -1.2330

Output
**2S+1**: 1
**Energy relative to the best compared isomer or geometry (same formula, charge and spin)**: 296.38 kJ/mol
**Largest force on an atom**: 0.0297 Eh/bohr
**E_tot**: -351.38290 a.u.
**Charge**: +1
**HOMO energy**: -16.359 eV
**Gap between HOMO and LUMO**: 11.53 eV

No. 13
# C5H11FN

A gas-phase ion, C5H11FN (charge +1) at a distorted geometry (ωB97M-V/def2-TZVPD, the Open Molecules 2025 dataset).

Geometry (Å):
C  -0.7126  -1.3340  1.3482
N  -0.6173  -0.3421  0.2997
F  -2.1004  -0.0976  -0.0603
C  0.0480  -0.7603  -0.9426
C  1.1466  0.2774  -1.1793
C  0.5406  1.5357  -0.5616
C  -0.0939  0.9674  0.7018
H  -1.2224  -0.9127  2.2158
H  -1.2789  -2.1955  0.9873
H  0.2885  -1.6537  1.6381
H  -0.6847  -0.7325  -1.7531
H  0.4133  -1.7828  -0.8480
H  1.3786  0.3894  -2.2348
H  2.0576  -0.0029  -0.6519
H  1.2807  2.3001  -0.3394
H  -0.2164  1.9662  -1.2177
H  0.6639  0.7991  1.4710
H  -0.8911  1.5788  1.1267

Output
**2S+1**: 1
**Energy relative to the best compared isomer or geometry (same formula, charge and spin)**: 239.85 kJ/mol
**Largest force on an atom**: 0.0614 Eh/bohr
**E_tot**: -351.40443 a.u.
**SMILES**: C[N+]1(F)CCCC1
**Charge**: +1
**HOMO energy**: -16.770 eV
**Gap between HOMO and LUMO**: 11.76 eV

No. 14
# C5H11FOS

C5H11FOS in the gas phase at a distorted geometry (ωB97M-V/def2-TZVPD, the Open Molecules 2025 dataset).

Geometry (Å):
C  -0.2759  -1.3652  1.6397
O  0.9402  -0.9386  1.0664
C  0.8528  -0.4780  -0.2553
S  0.0593  -1.5514  -1.5241
C  -1.5669  -0.8185  -1.6280
C  0.3555  1.0014  -0.2894
C  1.2229  1.9014  0.5359
F  0.4382  1.5099  -1.5789
H  -0.1163  -1.5999  2.7085
H  -1.0644  -0.5571  1.5911
H  -0.6488  -2.2734  1.1487
H  1.8878  -0.4172  -0.5840
H  -2.1394  -1.2282  -2.4534
H  -1.5077  0.2485  -1.8354
H  -2.1692  -0.9903  -0.7163
H  -0.6986  1.0188  -0.0297
H  1.3053  1.6467  1.5876
H  0.8820  2.9597  0.4690
H  2.2431  1.9312  0.1475

Output
**2S+1**: 1
**Energy relative to the best compared isomer or geometry (same formula, charge and spin)**: 0.00 kJ/mol
**Largest force on an atom**: 0.0277 Eh/bohr
**E_tot**: -770.37122 a.u.
**SMILES**: CO[C@@H](SC)[C@@H](C)F
**Charge**: 0
**HOMO energy**: -8.955 eV
**Gap between HOMO and LUMO**: 9.81 eV